No. 1
DFT (ωB97M-V/def2-TZVPD) results for a structure of composition C34H20N5O6Tm in a non-equilibrium geometry.

Computed properties:
HOMO energy = -7.0839 eV
Largest force on an atom = 0.026 Eh/bohr
Energy = -84848.8032 eV
Charge = 0
Expectation value of S² = 2.002
Relative energy (zero: lowest compared OMol25 entry of this formula, charge and spin) = 0.00 kcal/mol
Spin multiplicity = 3
LUMO level = -2.46 eV
Kohn-Sham gap = 4.628 eV

XYZ file:
```
66
Properties=species:S:1:pos:R:3:forces:R:3
Tm -0.251 -0.257 -0.530 0.9 -0.3 0.9
C 2.795 -3.873 -1.149 0.0 -0.1 0.0
C 3.239 -4.097 0.144 0.0 0.0 0.0
C 2.788 -3.278 1.161 0.0 0.0 0.1
C 1.900 -2.231 0.893 0.1 0.1 -0.4
C 1.427 -1.963 -0.421 0.3 -0.3 0.0
C 1.912 -2.833 -1.405 0.0 0.2 0.0
C 1.384 -1.417 2.014 -0.2 0.1 0.0
C 1.970 -1.430 3.308 0.0 0.0 0.2
C 1.395 -0.741 4.331 0.0 -0.1 -0.1
C 0.178 -0.049 4.125 0.0 0.1 -0.3
C -0.526 0.624 5.144 0.0 0.0 0.1
C -1.730 1.218 4.880 0.0 0.0 0.1
C -2.291 1.140 3.592 0.0 0.0 -0.1
C -1.619 0.511 2.579 0.1 0.0 -0.1
C -0.348 -0.063 2.815 -0.1 0.0 0.3
N 0.299 -0.684 1.785 0.1 0.0 -0.2
H 3.124 -4.521 -1.953 0.0 0.0 0.0
H 3.920 -4.909 0.361 0.0 0.0 0.0
H 3.108 -3.496 2.172 0.0 0.0 0.0
H 1.583 -2.712 -2.435 0.0 -0.1 0.0
H 2.885 -1.974 3.479 0.0 0.0 0.0
H 1.842 -0.746 5.317 0.0 0.0 0.0
H -0.113 0.639 6.145 0.0 0.0 0.0
H -2.272 1.722 5.669 0.0 0.0 0.0
H -3.271 1.563 3.410 0.0 0.0 0.0
H -2.075 0.395 1.599 -0.1 0.1 0.0
O -6.225 -4.494 -0.331 -0.1 -0.1 0.1
C -5.247 -4.811 0.357 0.7 0.4 -0.2
O -5.002 -5.749 1.130 -0.2 0.0 0.0
C -4.020 -3.809 0.198 -0.6 -0.5 0.2
C -2.823 -4.066 0.852 0.1 0.2 -0.1
C -1.776 -3.177 0.712 0.2 0.0 0.1
N -1.869 -2.062 -0.020 0.1 0.7 -0.4
C -3.031 -1.818 -0.660 -0.1 0.0 -0.1
C -4.121 -2.666 -0.583 0.3 0.2 -0.1
C -3.089 -0.539 -1.492 -0.9 -0.9 0.0
O -4.016 -0.335 -2.237 0.3 0.2 0.1
O -2.062 0.253 -1.304 -0.4 0.5 -0.5
H -2.737 -4.958 1.457 -0.1 0.0 0.0
H -0.821 -3.350 1.199 0.0 0.0 0.0
H -5.032 -2.439 -1.117 0.0 -0.1 0.0
O 1.544 7.078 -2.040 -0.2 -0.2 0.2
N 2.038 6.261 -2.793 0.2 0.8 -0.2
O 2.770 6.565 -3.712 0.0 -0.1 0.1
C 1.731 4.839 -2.622 0.0 -1.0 -0.3
C 2.147 4.039 -3.636 0.0 0.7 0.2
C 1.887 2.651 -3.638 -0.2 -0.6 0.1
C 2.258 1.825 -4.718 0.0 0.1 0.1
C 1.918 0.502 -4.693 0.0 0.0 -0.1
C 1.221 0.013 -3.586 -0.1 0.0 0.2
N 0.897 0.753 -2.540 -0.1 -0.3 0.1
C 1.218 2.062 -2.553 0.1 0.2 -0.2
C 0.839 2.885 -1.427 0.1 0.3 -0.1
N 0.287 2.258 -0.360 0.0 0.0 0.0
C -0.111 2.996 0.661 0.1 -0.3 0.0
C -0.002 4.381 0.689 0.1 0.2 -0.1
C 0.584 5.030 -0.365 0.0 -0.1 0.0
C 1.048 4.286 -1.471 -0.1 0.0 0.2
H 2.665 4.490 -4.470 0.0 0.0 0.0
H 2.796 2.254 -5.554 0.0 0.0 0.0
H 2.170 -0.161 -5.507 0.0 0.0 0.0
H 0.909 -1.024 -3.554 0.1 0.0 0.0
H -0.526 2.472 1.509 -0.1 -0.1 0.1
H -0.366 4.932 1.544 0.0 0.0 0.0
H 0.696 6.097 -0.355 0.0 0.1 0.0
```
Forces are in eV/Å.


No. 2
DFT (ωB97M-V/def2-TZVPD) results for a structure of composition C34H22Cl2F10FeN5O2 in a non-equilibrium geometry.

Computed properties:
HOMO energy (spin up / spin down) = -1.9026 / -1.9038 eV
Largest force on an atom = 0.063 Eh/bohr
Energy = -133766.2574 eV
Charge = -2
Expectation value of S² = 8.808
Spin multiplicity = 6
LUMO level (spin up / spin down) = 4.28 / 4.09 eV
Kohn-Sham gap (spin up / spin down) = 6.178 / 5.992 eV

XYZ file:
```
76
Properties=species:S:1:pos:R:3:forces:R:3
Fe 10.509 -9.973 15.204 0.3 0.2 0.0
C 12.075 -10.503 17.926 0.1 -0.5 1.7
N 12.308 -10.632 16.482 0.4 0.5 0.2
C 13.414 -9.775 16.084 0.6 -0.9 -1.6
C 13.521 -9.667 14.547 -1.0 1.6 0.5
N 12.207 -9.284 13.992 -0.4 -1.2 1.1
C 12.067 -9.091 12.694 -0.4 0.6 -0.9
C 13.068 -8.954 11.714 0.9 -0.3 0.5
F 14.420 -9.117 11.978 -0.9 0.0 0.2
C 12.817 -8.563 10.432 0.9 0.6 -0.6
F 13.877 -8.383 9.619 0.1 -0.2 -0.2
C 11.595 -8.232 9.940 -2.3 -0.7 0.6
F 11.442 -8.028 8.615 -0.2 0.3 -0.1
C 10.482 -8.452 10.821 1.7 0.1 0.4
F 9.209 -8.249 10.486 0.0 0.1 -0.5
C 10.750 -8.847 12.119 0.6 -0.2 0.0
F 9.692 -9.009 12.950 0.1 0.1 -0.1
C 12.466 -12.013 16.071 -0.9 -2.3 2.1
C 11.908 -12.378 14.712 1.9 -0.9 -0.1
N 10.608 -11.909 14.467 -1.0 0.7 0.9
C 9.803 -12.581 13.673 -1.7 -0.5 -0.4
C 8.501 -11.998 13.391 0.4 -0.9 -0.6
F 8.106 -10.855 13.981 0.5 0.1 0.1
C 7.589 -12.575 12.538 -1.4 0.8 0.4
F 6.392 -11.923 12.308 1.2 -0.7 0.2
C 7.767 -13.837 12.007 -1.2 0.5 -0.7
F 6.714 -14.423 11.316 1.4 0.3 0.5
C 8.975 -14.430 12.257 -0.8 -0.6 0.1
F 9.149 -15.666 11.799 0.3 -0.8 -0.4
C 9.931 -13.893 13.079 0.7 0.9 0.4
F 11.000 -14.732 13.287 -0.3 0.7 0.0
H 12.912 -10.947 18.537 -0.2 0.3 -0.7
H 11.227 -11.200 18.249 0.7 1.6 -0.4
H 12.059 -9.395 18.274 -0.7 -1.9 -0.8
H 14.441 -10.114 16.361 -0.6 -0.2 0.6
H 13.195 -8.857 16.563 0.2 1.3 0.1
H 13.976 -10.570 14.159 -0.2 -0.4 -0.3
H 14.212 -8.864 14.307 0.5 0.1 0.2
H 11.761 -12.604 16.768 1.2 0.7 -0.7
H 13.508 -12.483 16.291 -1.4 1.0 -0.6
H 12.086 -13.449 14.657 -0.6 -0.3 0.1
H 12.502 -12.021 13.907 1.1 0.6 -0.8
Cl 9.637 -15.918 16.832 0.6 -0.9 -1.0
C 9.015 -14.784 17.925 -1.4 0.0 0.8
C 7.658 -14.892 18.277 1.5 -0.7 -1.1
C 7.082 -14.135 19.237 0.4 0.5 0.2
Cl 5.375 -14.156 19.312 -1.3 0.0 0.6
C 7.863 -13.185 19.937 -0.2 1.4 0.8
C 7.409 -12.236 20.915 1.0 -0.2 -0.3
C 8.326 -11.355 21.515 -1.5 -0.2 -0.3
C 9.664 -11.397 21.141 0.4 -0.9 0.0
N 10.090 -12.288 20.228 0.6 2.4 1.6
C 9.240 -13.068 19.603 0.0 -1.2 -0.4
C 9.910 -13.941 18.586 -0.9 0.4 0.8
O 11.124 -13.909 18.433 1.3 0.0 -0.5
H 7.146 -15.667 17.719 -0.5 0.2 0.1
H 6.357 -12.214 21.166 0.0 0.1 0.1
H 7.948 -10.600 22.227 0.3 -0.5 -0.4
H 10.396 -10.748 21.682 -0.4 -0.6 -0.8
O 8.343 -8.149 18.443 -0.1 0.0 -0.7
C 8.711 -8.583 17.394 1.3 -1.3 -1.2
N 9.141 -9.082 16.372 -0.5 1.1 1.5
C 6.717 -11.371 17.090 -0.6 -1.2 0.6
C 5.663 -10.506 16.873 -0.9 2.4 0.6
C 4.481 -10.547 17.708 0.5 -0.1 -1.6
C 3.433 -9.667 17.571 1.6 0.3 -0.8
C 3.580 -8.598 16.662 -1.1 -0.8 1.2
C 4.724 -8.462 15.901 -0.2 1.6 -1.1
C 5.758 -9.340 15.986 0.3 -2.5 0.9
H 6.647 -12.135 17.896 0.1 0.7 -0.8
H 7.521 -11.424 16.395 0.7 0.1 -0.2
H 4.359 -11.430 18.267 -0.1 -0.8 1.1
H 2.571 -9.849 18.164 -0.8 0.2 0.3
H 2.745 -7.925 16.591 -0.1 0.4 -0.3
H 4.744 -7.588 15.206 0.3 -0.8 0.6
H 6.673 -9.324 15.431 0.2 0.6 -0.5
```
Forces are in eV/Å.


No. 3
DFT (ωB97M-V/def2-TZVPD) results for a structure of composition C34H22ClF5MgN4O3.

Computed properties:
HOMO energy = -1.1955 eV
Largest force on an atom = 0.006 Eh/bohr
Energy = -79276.9670 eV
Charge = -2
Relative energy (zero: lowest compared OMol25 entry of this formula, charge and spin) = 13.41 kcal/mol
LUMO level = 4.45 eV
Kohn-Sham gap = 5.641 eV

XYZ file:
```
70
Properties=species:S:1:pos:R:3:forces:R:3
Mg 0.761 -0.220 -0.862 0.1 0.1 -0.3
C 4.546 -1.695 -2.559 0.0 0.0 0.0
C 3.710 -1.157 -1.407 0.1 0.0 0.0
O 2.562 -0.750 -1.729 -0.1 0.0 0.1
C 4.269 -1.146 -0.134 0.0 0.0 0.0
C 3.624 -0.573 1.005 -0.1 0.0 0.1
C 4.385 -0.515 2.310 0.0 0.0 0.0
N 2.416 -0.110 0.926 -0.1 -0.1 -0.3
N 1.911 0.441 2.095 -0.1 0.1 0.2
C 0.753 0.998 1.841 0.1 -0.2 -0.1
O 0.162 1.051 0.715 0.0 0.0 0.0
C 0.041 1.593 3.017 -0.1 0.1 0.0
C -1.106 2.348 2.792 0.0 0.0 0.0
C -1.816 2.888 3.857 0.0 0.0 0.0
C -1.394 2.669 5.161 0.0 0.0 0.0
C -0.250 1.910 5.393 0.0 0.0 0.0
C 0.463 1.379 4.329 0.0 0.0 0.0
H 4.648 -0.909 -3.310 0.0 0.0 0.0
H 5.536 -2.031 -2.245 0.0 0.0 0.0
H 4.008 -2.521 -3.029 0.0 0.0 0.0
H 5.280 -1.514 -0.013 0.0 0.0 0.0
H 5.367 -0.979 2.205 0.0 0.0 0.0
H 4.503 0.521 2.632 0.0 0.0 0.0
H 3.820 -1.016 3.099 0.0 0.0 0.0
H -1.424 2.483 1.765 0.0 0.0 0.0
H -2.709 3.473 3.668 0.0 0.0 0.0
H -1.953 3.082 5.994 0.0 0.0 0.0
H 0.083 1.731 6.409 0.0 0.0 0.0
H 1.353 0.783 4.484 0.0 0.0 0.0
Cl -4.457 -0.823 -6.137 0.0 0.0 0.0
C -3.098 -1.026 -5.039 0.0 0.0 0.0
C -1.832 -1.343 -5.557 0.0 0.0 0.1
C -0.774 -1.531 -4.713 0.0 0.0 0.0
C -0.879 -1.390 -3.281 -0.1 -0.1 0.0
O 0.108 -1.611 -2.537 0.0 0.2 0.1
C -2.194 -1.027 -2.804 0.1 -0.1 -0.1
C -2.451 -0.929 -1.395 0.0 0.0 0.0
N -1.542 -0.811 -0.503 0.0 0.0 -0.1
C -1.894 -0.847 0.840 -0.1 0.0 0.2
C -3.005 -0.264 1.398 0.1 0.0 -0.1
C -3.253 -0.366 2.782 0.0 -0.1 0.1
C -2.402 -1.041 3.610 -0.1 0.0 0.0
C -1.230 -1.630 3.077 0.0 0.0 -0.1
C -0.268 -2.305 3.860 0.0 0.0 0.0
C 0.857 -2.797 3.265 0.0 0.0 0.1
C 1.042 -2.596 1.881 -0.1 0.0 0.0
N 0.168 -1.991 1.123 0.1 -0.2 0.0
C -0.967 -1.522 1.695 0.0 0.0 0.1
C -3.272 -0.884 -3.690 0.0 0.0 0.0
H -1.704 -1.434 -6.629 0.0 0.0 0.0
H 0.211 -1.764 -5.100 0.0 0.0 0.0
H -3.505 -1.016 -1.094 0.0 0.0 0.0
H -3.667 0.323 0.774 0.0 0.0 0.0
H -4.127 0.126 3.195 0.0 0.0 0.0
H -2.584 -1.098 4.677 0.0 0.0 0.0
H -0.431 -2.402 4.929 0.0 0.0 0.0
H 1.626 -3.301 3.837 0.0 0.0 0.0
H 1.962 -2.913 1.400 0.0 0.0 0.0
H -4.252 -0.641 -3.292 0.0 0.0 0.0
F -1.757 2.173 -1.022 -0.1 0.0 0.0
C -1.046 2.258 -2.183 0.1 0.0 -0.2
C 0.054 1.459 -2.412 0.1 0.0 0.3
C 0.650 1.670 -3.638 -0.1 0.0 0.1
F 1.739 0.952 -4.015 0.0 0.0 0.0
C 0.208 2.589 -4.577 0.1 0.0 0.0
F 0.829 2.757 -5.771 0.0 0.0 0.0
C -0.900 3.360 -4.292 0.0 0.1 0.0
F -1.353 4.267 -5.188 0.0 0.0 0.0
C -1.536 3.196 -3.080 -0.1 0.0 0.1
F -2.625 3.955 -2.804 0.0 0.0 0.0
```
Forces are in eV/Å.